Record 1
# C28H24AsF6GeNO2ReSSe

C28H24AsF6GeNO2ReSSe as an isolated structure at a distorted geometry (wB97M-V/def2-TZVPD, the OMol25 dataset).

Geometry as XYZ:
```
66
Properties=species:S:1:pos:R:3:forces:R:3
Re -2.9041 0.9247 -1.0454 -0.2 -0.6 -1.4
Se -4.7665 -0.1059 0.0942 0.2 -0.1 0.2
C -4.6092 -0.0849 1.9797 0.0 0.2 0.1
C -3.4462 0.3005 2.6425 -0.1 0.0 0.0
C -3.3937 0.2184 4.0218 0.0 0.0 0.0
C -4.4979 -0.2381 4.7336 0.0 0.0 0.0
C -5.6474 -0.6426 4.0657 0.0 0.0 0.1
C -5.7129 -0.5629 2.6855 0.0 0.1 -0.1
H -2.5953 0.6508 2.0829 0.1 0.0 0.0
H -2.4899 0.5025 4.5458 0.0 0.0 0.0
H -4.4611 -0.2786 5.8143 0.0 0.0 0.0
H -6.4927 -1.0252 4.6222 0.0 0.1 0.0
H -6.6071 -0.8656 2.1550 0.0 0.0 0.0
S -2.9422 -3.2025 -2.2566 0.0 0.2 0.0
C -2.3052 -1.6363 -2.4853 0.2 -0.2 0.3
N -2.8073 -0.4907 -2.1423 -0.2 0.2 0.0
O -1.4321 4.0755 0.9470 -0.4 0.2 -0.2
C -1.3511 2.9186 0.7657 0.8 -0.1 0.5
O -2.4083 2.2077 0.1363 0.0 0.1 0.3
C -0.2056 2.0060 1.1249 -0.3 -0.1 -0.4
C 0.7300 1.8224 -0.0838 0.0 -0.4 0.0
Ge 1.6923 0.0948 -0.0819 0.0 0.2 -0.1
C 2.2842 -0.3627 1.7089 0.0 0.0 -0.1
C 3.6412 -0.3040 2.0286 -0.1 0.0 0.1
C 4.0726 -0.5756 3.3216 0.0 0.0 -0.1
C 3.1520 -0.8960 4.3093 0.0 0.0 0.0
C 1.7988 -0.9600 4.0043 -0.1 0.0 0.0
C 1.3684 -0.6983 2.7099 0.1 0.0 0.0
C 0.4441 -1.2749 -0.7864 -0.1 -0.1 0.0
C 0.1116 -1.1075 -2.0725 0.1 0.0 0.2
C -0.8676 -2.0215 -2.7458 0.1 0.4 0.1
C -1.0943 -3.4213 -2.1144 0.1 -0.1 0.0
C -0.6910 -3.4747 -0.6700 -0.1 -0.1 0.0
C -0.0227 -2.4856 -0.0715 0.1 0.1 -0.1
C 3.1069 0.2482 -1.3979 0.0 -0.2 0.2
C 3.2775 1.3972 -2.1667 0.2 -0.1 0.0
C 4.3373 1.4827 -3.0641 -0.1 0.0 0.0
C 5.2146 0.4181 -3.2091 0.0 0.0 0.0
C 5.0429 -0.7375 -2.4564 -0.1 -0.1 0.0
C 3.9847 -0.8285 -1.5623 0.1 0.2 -0.1
H -0.6378 1.0533 1.4380 0.1 0.0 0.1
H 0.3198 2.4529 1.9636 0.0 0.0 0.1
H 1.4670 2.6235 -0.1130 -0.1 0.1 0.0
H 0.1915 1.8394 -1.0387 0.0 0.1 0.1
H 4.3627 -0.0415 1.2627 0.0 0.0 0.0
H 5.1287 -0.5334 3.5570 0.0 0.0 0.0
H 3.4886 -1.0971 5.3186 0.0 0.0 0.0
H 1.0804 -1.2105 4.7757 0.0 0.0 0.0
H 0.3063 -0.7548 2.4855 0.0 0.0 0.0
H 0.4944 -0.2774 -2.6604 0.0 -0.4 0.2
H -0.6997 -2.0704 -3.8238 -0.1 -0.1 0.0
H -0.7488 -4.2855 -2.6754 0.0 0.0 -0.1
H -0.9475 -4.3787 -0.1287 0.1 0.0 0.0
H 0.2833 -2.6147 0.9609 -0.1 0.0 0.0
H 2.5904 2.2318 -2.0859 0.0 0.0 0.0
H 4.4697 2.3835 -3.6505 0.0 0.0 0.0
H 6.0259 0.4813 -3.9233 0.0 0.0 0.1
H 5.7299 -1.5682 -2.5650 0.0 0.0 0.0
H 3.8513 -1.7348 -0.9794 0.0 0.0 0.0
F -1.7746 2.0245 -2.4086 -0.1 0.1 0.6
As -0.9922 2.4078 -4.1612 0.1 0.0 -0.2
F -1.9953 3.7756 -4.1428 -0.1 0.1 0.0
F -2.2881 1.4305 -4.7064 -0.2 -0.1 -0.2
F -0.2920 2.7103 -5.6660 -0.1 0.0 0.0
F -0.0967 0.9501 -3.9036 -0.1 0.1 -0.3
F 0.1756 3.2159 -3.2168 0.2 0.2 0.0
```
Positions in Å, forces in eV/Å.

Its expectation value of S² is 2.067. As for the spin multiplicity: 3. Its total charge is +1. Its largest force on an atom is 0.0303 Eh/bohr. Its HOMO energy (spin up / spin down) is -11.53 / -11.52 eV. The energy relative to the best compared isomer or geometry (same formula, charge and spin) comes out at 51.0 kcal per mole. The LUMO energy (spin up / spin down) comes out at -6.31 / -6.22 eV.

These are the Mulliken partial charges, in e, on atoms 1 to 8: Re 1.192; Se 0.078; C 0.155; C 0.943; C -0.496; C -0.591; C -0.567; C -0.663

Record 2
# C28H24BF4N3PtSb

C28H24BF4N3PtSb as an isolated structure at a distorted geometry (wB97M-V/def2-TZVPD, the OMol25 dataset).

Geometry as XYZ:
```
62
Properties=species:S:1:pos:R:3:forces:R:3
Pt -0.2689 -1.2862 0.2479 -2.0 0.1 -2.6
N -3.2000 -2.6834 -0.0542 -0.2 0.3 -0.1
C -2.6462 -2.4760 -1.2958 0.0 -0.2 -0.1
C -3.4437 -2.6947 -2.4270 0.1 -0.1 -0.1
C -2.8880 -2.5635 -3.6781 0.1 0.1 0.2
C -1.5496 -2.1879 -3.7904 0.0 -0.1 0.0
C -0.8407 -1.9490 -2.6399 0.3 0.0 -0.3
N -1.3750 -2.0891 -1.4181 0.0 0.5 1.4
C -2.5785 -3.0138 1.1399 0.1 -0.1 0.1
C -3.3581 -3.4429 2.2121 0.0 0.0 -0.1
C -2.7324 -3.8312 3.3799 0.1 0.1 0.0
C -1.3451 -3.8135 3.4549 0.0 0.0 -0.1
C -0.6420 -3.3663 2.3600 0.1 -0.3 0.3
N -1.2479 -2.9536 1.2302 1.1 0.5 0.3
H -4.1875 -2.8787 -0.0754 0.0 0.0 0.0
H -4.4701 -3.0096 -2.2949 0.0 0.0 0.0
H -3.4722 -2.7662 -4.5649 -0.1 0.0 0.0
H -1.0723 -2.0978 -4.7542 0.1 0.1 0.0
H 0.1988 -1.6488 -2.6754 0.0 0.0 0.1
H -4.4355 -3.4574 2.1204 0.0 0.0 0.0
H -3.3196 -4.1480 4.2304 -0.1 0.0 0.0
H -0.8173 -4.1158 4.3461 0.0 0.0 0.0
H 0.4369 -3.3352 2.3562 0.0 0.1 0.0
F 2.0232 -1.9276 1.6289 0.2 -0.4 0.4
B 1.9451 -1.2861 2.9231 -0.3 0.6 -0.5
F 2.8017 -0.1756 2.8737 0.0 -0.1 -0.1
F 2.2077 -2.1698 3.9173 0.1 -0.3 0.2
F 0.5955 -0.7767 3.0368 0.2 -0.3 0.0
C 4.5121 1.8031 -3.1655 0.0 0.0 0.0
C 4.3624 0.4938 -2.7313 0.0 0.0 0.0
C 3.4527 0.1967 -1.7254 0.0 -0.1 -0.1
C 2.6995 1.2192 -1.1624 -0.4 -0.2 0.5
C 2.8532 2.5349 -1.5854 0.0 0.0 -0.1
C 3.7572 2.8207 -2.5978 0.0 0.1 0.0
Sb 1.3405 0.7947 0.4305 0.3 0.6 0.7
C 1.5605 2.5577 1.5973 -0.1 -0.3 -0.3
C 0.4654 3.2666 2.0691 0.1 0.0 0.0
C 0.6788 4.4173 2.8153 -0.1 0.0 0.1
C 1.9692 4.8524 3.0761 0.0 0.0 -0.1
C 3.0575 4.1307 2.6053 0.0 0.0 0.0
C 2.8577 2.9683 1.8781 0.0 0.0 0.0
C -0.6208 1.0658 -0.5267 0.7 -0.8 0.3
C -0.7130 1.2608 -1.9115 -0.3 0.0 -0.2
C -1.9514 1.2724 -2.5255 0.3 0.0 -0.1
C -3.1021 1.0208 -1.7795 -0.1 -0.1 0.2
C -3.0270 0.8026 -0.4132 -0.1 0.1 -0.1
C -1.7893 0.8277 0.2251 0.0 0.2 0.0
H 5.2308 2.0381 -3.9389 0.0 0.0 0.0
H 4.9652 -0.2907 -3.1687 0.0 0.0 0.0
H 3.3481 -0.8258 -1.3798 0.0 0.0 0.0
H 2.2714 3.3295 -1.1339 0.0 0.0 0.0
H 3.8823 3.8421 -2.9317 0.0 0.0 0.0
H -0.5437 2.9320 1.8606 0.0 0.1 0.0
H -0.1674 4.9682 3.2034 0.0 0.0 0.0
H 2.1299 5.7529 3.6527 0.0 0.0 0.0
H 4.0641 4.4677 2.8122 0.0 0.0 0.0
H 3.7027 2.3760 1.5486 0.0 0.1 0.0
H 0.1863 1.4378 -2.4901 0.0 -0.1 0.0
H -2.0230 1.4640 -3.5881 0.0 0.0 0.0
H -4.0639 0.9948 -2.2746 0.0 0.0 0.0
H -3.9241 0.6068 0.1595 0.0 0.1 0.0
H -1.7401 0.7454 1.3067 0.0 -0.1 0.0
```
Positions in Å, forces in eV/Å.

Its total charge is +1. Its largest force on an atom is 0.0646 Eh/bohr. Its HOMO energy (spin up / spin down) is -10.84 / -10.84 eV. The energy relative to the best compared isomer or geometry (same formula, charge and spin) comes out at 68.9 kcal per mole. The LUMO energy (spin up / spin down) comes out at -5.19 / -5.20 eV.

These are the Mulliken partial charges, in e, on atoms 1 to 8: Pt 1.251; N 0.094; C 0.753; C -0.968; C -0.405; C -0.858; C -0.225; N -0.136

Record 3
# C28H24Cl2FeIN7P

C28H24Cl2FeIN7P as an isolated structure (wB97M-V/def2-TZVPD, the OMol25 dataset).

Geometry as XYZ:
```
64
Properties=species:S:1:pos:R:3:forces:R:3
Fe 0.6116 0.1968 -0.6610 -0.7 -0.6 0.0
C -2.1687 -4.0415 -3.1275 0.0 0.0 0.0
N -1.7745 -2.6625 -2.9073 0.0 0.1 -0.1
C -2.0906 -1.6051 -3.7167 0.0 -0.1 0.0
C -1.5448 -0.5000 -3.1349 -0.1 0.1 -0.1
N -0.9049 -0.8533 -1.9839 0.5 0.2 0.3
C -1.0523 -2.1634 -1.8695 -0.2 0.1 0.0
P -0.3754 -3.1900 -0.5348 0.0 0.0 -0.1
C -0.7285 -2.0477 0.8282 0.0 -0.1 0.0
N -0.4300 -0.7604 0.8755 0.1 0.1 -0.1
C -0.9765 -0.2733 2.0258 0.0 0.0 0.0
C -1.6145 -1.2842 2.6851 0.0 0.0 0.0
N -1.4586 -2.4060 1.9192 0.0 0.0 0.0
C -1.9844 -3.7240 2.2289 0.0 0.0 0.0
C 1.3523 -2.7541 -0.8374 0.1 -0.2 0.2
N 1.8035 -1.5222 -0.7912 0.0 0.2 -0.3
C 3.1084 -1.5619 -1.1835 0.1 0.0 0.0
C 3.4502 -2.8531 -1.4620 0.0 0.0 0.0
N 2.3272 -3.6083 -1.2459 0.0 0.0 0.0
C 2.2075 -5.0396 -1.4521 0.0 0.0 0.0
H -2.4708 -4.1516 -4.1656 0.0 0.0 0.0
H -1.3327 -4.7107 -2.9367 0.0 0.0 0.0
H -3.0017 -4.3201 -2.4827 0.0 0.0 0.0
H -2.6439 -1.7324 -4.6306 0.0 0.0 0.0
H -1.5582 0.5114 -3.5073 0.1 -0.2 0.0
H -0.8831 0.7621 2.3022 0.0 0.0 0.0
H -2.1563 -1.3017 3.6144 0.0 0.0 0.0
H -2.4718 -3.6772 3.1988 0.0 0.0 0.0
H -2.7140 -4.0354 1.4830 0.0 0.0 0.0
H -1.1817 -4.4575 2.2719 0.0 0.0 0.0
H 3.6889 -0.6599 -1.2765 0.0 0.0 0.0
H 4.3705 -3.2935 -1.8042 0.0 0.0 0.0
H 3.1620 -5.4157 -1.8101 0.0 0.0 0.0
H 1.9541 -5.5453 -0.5218 0.0 0.0 0.0
H 1.4463 -5.2588 -2.1997 0.0 0.0 0.0
I 2.3081 1.2166 1.2528 -0.1 0.0 -0.1
C 0.8151 2.6173 1.6865 0.0 0.0 0.0
C 0.9680 3.3945 2.7977 0.0 0.0 0.0
C 0.0170 4.4031 3.0622 0.0 0.0 0.0
C -1.0046 4.6133 2.1837 0.0 0.0 0.0
C -1.1536 3.8192 1.0185 0.0 0.0 0.0
C -2.1739 4.1022 0.0816 0.0 0.0 0.0
C -2.2640 3.3537 -1.0554 0.0 0.0 0.0
C -1.3962 2.2620 -1.2627 0.0 -0.1 -0.1
C -0.4130 1.8788 -0.3763 -0.1 -0.1 -0.1
C -0.2578 2.7399 0.7624 0.0 0.1 0.0
H 1.8151 3.2582 3.4564 0.0 0.0 0.0
H 0.1247 5.0195 3.9454 0.0 0.0 0.0
H -1.7192 5.4101 2.3558 0.0 0.0 0.0
H -2.8498 4.9276 0.2720 0.0 0.0 0.0
H -3.0133 3.5896 -1.8027 0.0 0.0 0.0
H -1.5046 1.7146 -2.1937 -0.1 0.2 0.3
Cl 1.5771 3.8631 -2.1552 0.0 0.0 0.0
C 1.2271 2.8075 -3.4940 0.0 0.0 0.0
C 0.9336 3.3641 -4.7197 0.0 0.0 0.0
C 0.7382 2.5628 -5.8405 0.0 0.0 0.0
C 0.8814 1.1890 -5.7087 0.0 0.0 0.0
C 1.1690 0.6393 -4.4769 0.0 0.0 0.0
Cl 1.4251 -1.0934 -4.3707 0.0 0.0 0.0
C 1.3174 1.4011 -3.2834 -0.2 -0.2 -0.1
N 1.5787 0.8401 -2.1132 0.5 0.4 0.1
H 0.8721 4.4421 -4.7936 0.0 0.0 0.0
H 0.5077 3.0034 -6.8002 0.0 0.0 0.0
H 0.7795 0.5336 -6.5643 0.0 0.0 0.0
```
Positions in Å, forces in eV/Å.

Its expectation value of S² is 0.829. As for the spin multiplicity: 2. Its total charge is 0. Its largest force on an atom is 0.0170 Eh/bohr. Its HOMO energy (spin up / spin down) is -6.21 / -5.82 eV. The energy relative to the best compared isomer or geometry (same formula, charge and spin) comes out at 5.3 kcal per mole. The LUMO energy (spin up / spin down) comes out at 0.11 / 0.11 eV.

These are the Mulliken partial charges, in e, on atoms 1 to 8: Fe -0.931; C -0.790; N 0.296; C -0.907; C -0.519; N 0.576; C -0.185; P -0.398

Record 4
# C28H24ClF7INO2

A 3-piece molecular cluster, C28H24ClF7INO2 overall at a distorted geometry (wB97M-V/def2-TZVPD, the OMol25 dataset).

Geometry as XYZ:
```
64
Properties=species:S:1:pos:R:3:forces:R:3
C 3.1433 -2.7488 -0.2545 -0.1 -0.2 0.2
C 3.6004 -1.9730 0.9617 1.1 -0.1 -0.3
N 3.8486 -0.5085 0.6942 -0.3 -0.2 0.6
C 3.3331 -0.0120 -0.5316 -0.9 0.2 0.4
O 3.8712 -0.0994 -1.5885 0.4 -0.3 -0.7
C 2.0207 0.6572 -0.2274 0.1 0.1 -0.2
C 1.0293 1.0925 -1.0985 0.1 0.1 0.0
C 1.1705 0.9369 -2.5850 -0.6 -0.1 0.3
C -0.1081 1.6473 -0.4915 0.7 -0.3 0.5
Cl -1.3735 2.2069 -1.5338 -0.1 0.1 0.0
C -0.2484 1.7564 0.9097 -0.4 0.3 -0.4
C -1.5283 2.3029 1.5069 0.6 -0.4 0.6
C -2.3864 1.1920 2.1351 -0.4 0.4 -0.2
C -3.2351 0.3955 1.1291 0.6 0.4 -0.3
C -2.6775 -0.9251 0.6531 -0.8 -0.3 0.3
F -1.7617 -0.7953 -0.3264 0.2 0.1 -0.1
F -3.7105 -1.6492 0.1169 0.0 0.2 0.0
C -2.0600 -1.8410 1.7423 0.8 0.2 -0.5
F -0.7674 -1.5095 1.9192 -0.1 0.1 0.1
F -2.0847 -3.1107 1.3547 -0.1 -0.2 0.0
F -2.6778 -1.7218 2.9069 -0.4 -0.1 0.2
C 0.8094 1.3425 1.7324 0.2 0.0 -0.1
I 0.7603 1.5388 3.8262 -0.1 0.1 -0.2
C 1.9364 0.7840 1.1446 -0.4 0.3 0.3
C 3.2017 0.2336 1.7385 -0.6 0.0 -1.3
O 3.6258 0.3641 2.8361 0.3 -0.1 1.0
H 2.9758 -3.7773 0.0581 0.0 -0.1 0.0
H 2.2018 -2.3886 -0.6601 -0.1 0.1 -0.1
H 3.9099 -2.7620 -1.0207 0.0 0.1 -0.2
H 2.9079 -2.0888 1.7921 -0.3 0.2 0.0
H 4.5393 -2.4027 1.2990 0.1 0.0 0.1
H 0.1874 0.7524 -3.0058 -0.1 0.0 -0.2
H 1.5571 1.8440 -3.0405 0.2 0.1 -0.1
H 1.7972 0.0889 -2.8193 0.3 0.0 -0.1
H -2.0888 2.8990 0.8018 -0.1 0.0 -0.2
H -1.2345 2.9725 2.3135 0.0 0.1 0.1
H -1.7497 0.5696 2.7493 0.0 -0.2 0.1
H -3.0765 1.6747 2.8235 -0.1 0.0 0.1
H -4.2443 0.2227 1.4816 0.0 -0.2 0.3
H -3.3309 1.0014 0.2297 -0.2 -0.1 -0.2
F 1.9066 4.0423 0.0874 0.0 0.0 0.0
C 3.1784 4.3922 0.3827 0.2 0.0 0.0
C 3.8185 3.7712 1.4362 0.0 -0.1 0.1
C 5.1242 4.1373 1.7299 0.0 0.1 -0.1
C 5.7639 5.1137 0.9791 0.0 0.0 0.0
C 5.0976 5.7256 -0.0737 0.0 -0.1 0.1
C 3.7944 5.3626 -0.3809 -0.1 0.1 -0.1
H 3.3113 3.0142 2.0182 -0.1 0.0 0.0
H 5.6419 3.6549 2.5480 0.0 0.0 0.0
H 6.7811 5.3964 1.2142 0.0 0.0 0.0
H 5.5925 6.4890 -0.6587 0.0 0.0 0.0
H 3.2583 5.8219 -1.2007 0.0 0.0 0.0
F -4.6781 -6.3419 -4.3695 0.0 0.0 0.0
C -5.0629 -5.4636 -3.4216 0.0 0.1 0.1
C -6.3940 -5.1076 -3.3420 -0.1 -0.1 -0.1
C -6.7853 -4.2061 -2.3626 0.1 0.0 0.0
C -5.8482 -3.6716 -1.4889 0.0 0.0 0.0
C -4.5140 -4.0410 -1.5903 -0.1 -0.2 -0.2
C -4.1143 -4.9485 -2.5613 0.1 0.0 0.0
H -7.1062 -5.5317 -4.0370 0.0 0.0 0.0
H -7.8259 -3.9212 -2.2825 0.0 0.0 0.0
H -6.1571 -2.9666 -0.7285 0.0 0.0 0.0
H -3.7845 -3.6277 -0.9157 0.1 0.0 0.1
H -3.0813 -5.2561 -2.6545 0.0 0.0 0.0
```
Positions in Å, forces in eV/Å.

Its structure (SMILES) is CCN1C(=O)c2c(C)c(Cl)c(CCCC(F)(F)C(F)(F)F)c(I)c2C1=O.Fc1ccccc1.Fc1ccccc1. Its total charge is 0. Its largest force on an atom is 0.0267 Eh/bohr. Its HOMO energy is -9.23 eV. The LUMO energy comes out at -0.32 eV.

These are the Mulliken partial charges, in e, on atoms 1 to 8: C -1.141; C -0.362; N 0.139; C -1.018; O -0.558; C 0.371; C 0.525; C -2.121

total charge of number 4 (C28H24ClF7INO2)? 0